(1)
The following is a quantum chemistry calculation of 4 unconnected molecules or ions with the total composition C18H36BF9N2O6S3 at a distorted geometry, from the OMol25 dataset.

- lowest unoccupied orbital energy (eV) = 0.3
- DFT total energy (Ha) = -3386.63125
- energy above the lowest of the compared OMol25 structures with the same formula, charge and spin (kJ/mol) = 119.5
- 2S+1 = 1
- E_HOMO (eV) = -8.55
- F_max (eV/A) = 3.20
- frontier orbital gap (eV) = 8.9

Structure (XYZ):
```
75
Properties=species:S:1:pos:R:3:forces:R:3:mulliken_charge:R:1
C 2.3054 -2.0143 4.0381 -0.2756 -0.2327 -0.1949 -1.2370
C 1.2353 -0.9720 3.5868 0.8819 0.3399 0.8053 0.2676
C 1.8114 0.0601 2.5780 -0.6122 -0.5938 0.1637 -1.4462
C 1.5999 -0.2712 1.0578 1.8152 0.1004 1.3587 0.3741
C 2.9197 -0.9410 0.5499 -0.9997 0.9050 -0.6361 -1.6339
N 0.3887 -1.0912 0.7666 -0.3252 0.3920 0.5997 1.6599
C 0.6736 -2.4691 0.5570 0.2130 -0.0708 1.9050 -0.6539
O 0.8859 -2.9455 -0.4889 -0.0253 -0.7574 -3.1130 -0.4956
O 0.7350 -3.2489 1.6526 -0.3673 0.6228 0.3197 0.2275
B 0.6464 -4.6296 1.3313 -0.2596 -1.3090 -0.7689 0.4083
O 1.7391 -5.3495 0.9500 0.1238 0.5942 0.0059 -0.6453
N -0.6170 -5.3767 1.4523 0.5751 1.1999 1.5385 -0.2477
C -0.4308 -6.2205 2.6761 -0.2536 0.3583 0.3430 -1.0280
C -1.7545 -4.4883 1.7665 -0.6450 -0.8551 -0.1803 -0.8735
C -0.4312 -0.5499 -0.2521 1.3022 0.2086 -0.5574 0.0588
F 0.3287 -0.2591 -1.3532 -0.1934 0.5879 -0.2724 -0.3150
F -1.3416 -1.4146 -0.6869 -0.6131 -0.5922 0.4441 -0.2533
C -1.2019 0.7545 0.1324 -0.5093 -0.4354 0.0223 1.0191
F -0.4686 1.8523 -0.0166 0.7937 0.3462 0.3673 -0.2998
F -2.2061 0.8732 -0.7549 -0.4050 -0.1166 -0.3875 -0.3439
C -1.8809 0.7956 1.5340 -0.4291 -0.0849 -0.5102 0.5570
F -2.7323 1.8357 1.4913 -0.4688 0.3887 -0.3174 -0.3039
F -1.0367 1.0694 2.5103 0.9364 -0.2968 0.4462 -0.2103
C -2.7494 -0.4307 1.9342 -0.5885 1.1154 1.0614 0.4267
F -3.4878 -0.0351 2.9686 -0.3029 0.4668 0.7622 -0.3180
F -3.6031 -0.7683 1.0030 -0.1827 -0.5467 -1.3005 -0.2411
F -2.0720 -1.4595 2.3471 1.0047 -1.0148 -0.1717 -0.2438
H 1.9379 -3.0461 3.9907 -0.0057 0.2236 0.0421 0.1005
H 3.2006 -1.9798 3.4054 -0.1750 0.0081 0.1278 0.3281
H 2.6262 -1.8306 5.0702 -0.0340 0.0024 -0.2335 0.4071
H 0.3019 -1.4403 3.2713 0.2552 0.0847 -0.2017 -0.3356
H 0.9955 -0.4021 4.4965 -0.1747 -0.0844 -0.2811 0.6023
H 1.4367 1.0531 2.8521 -0.0641 -0.1601 -0.3850 0.4407
H 2.8948 0.0808 2.7480 -0.2113 0.2053 -0.0863 0.5846
H 1.5768 0.6954 0.5471 -0.6017 -0.3691 -0.2013 0.3299
H 3.2047 -1.8078 1.1495 0.0241 0.0687 -0.2328 0.3322
H 3.6727 -0.1464 0.5943 0.0775 -0.3897 0.2136 0.5130
H 2.7865 -1.1675 -0.5145 0.2409 -0.3691 0.2635 0.3626
H 1.4369 -6.1475 0.4953 0.1632 0.0391 0.2422 0.3151
H -1.2557 -6.9326 2.8000 0.2756 -0.0183 -0.2770 0.2921
H -0.4828 -5.5527 3.5612 0.0933 -0.3229 -0.1110 0.2909
H 0.5440 -6.7128 2.7118 -0.2831 -0.1232 -0.2215 0.3467
H -2.1055 -3.9915 0.8554 0.1530 0.1742 0.2850 0.2373
H -1.5506 -3.7901 2.5910 0.0980 0.0050 -0.3598 0.3075
H -2.5745 -5.1296 2.1264 0.0622 0.2274 -0.2624 0.3680
C -0.1370 2.6202 -3.2178 -0.0672 0.1334 -0.0015 -0.8769
S 0.8775 1.5788 -4.2765 -0.0285 -0.1485 0.0382 0.5408
O 2.0778 2.3728 -4.6592 -0.1558 0.0846 -0.0190 -0.6317
C -0.2434 1.5920 -5.6835 -0.0703 0.0808 -0.1006 -1.0451
H 0.3982 2.7781 -2.2836 0.0440 -0.0643 -0.0472 0.1673
H -0.3147 3.5803 -3.7038 0.0494 -0.0318 -0.0534 0.5419
H -1.0832 2.1183 -3.0132 0.0388 -0.0401 0.0028 0.2213
H -0.4144 2.6179 -6.0113 0.0518 0.0103 0.0453 0.3274
H -1.1860 1.1226 -5.4009 0.0358 -0.0233 0.0359 0.3607
H 0.2171 1.0240 -6.4897 0.0551 -0.0108 0.0678 0.3391
C -6.2015 0.8671 0.5337 -0.0289 0.0004 -0.1617 -0.5684
S -6.8785 2.0151 1.7424 0.0214 -0.0276 0.0714 0.5230
O -8.3547 2.0126 1.5774 0.0669 0.0222 -0.0763 -0.6358
C -6.2521 3.5057 0.9509 0.0523 0.0829 -0.1138 -0.8151
H -6.5065 -0.1403 0.8114 -0.0259 0.0498 0.0728 0.3091
H -6.5866 1.1033 -0.4590 -0.0627 0.0503 0.0495 0.4390
H -5.1161 0.9318 0.5413 -0.0295 0.0729 0.0136 -0.1270
H -6.6344 3.5722 -0.0682 -0.0438 -0.0553 0.0257 0.3039
H -5.1615 3.4838 0.9459 -0.0102 -0.0321 0.0364 0.2392
H -6.5948 4.3645 1.5252 -0.0313 -0.0692 0.0452 0.3202
C 5.0319 3.0820 -3.7405 -0.0517 0.0836 0.0903 -0.7603
S 6.3316 3.9441 -4.6313 -0.0286 -0.0938 0.0171 0.4891
O 7.6117 3.6812 -3.9196 -0.0578 0.0735 0.0318 -0.6281
C 5.7981 5.6029 -4.1776 -0.0439 0.1192 0.0688 -0.8943
H 5.1924 2.0117 -3.8543 0.0361 0.0353 -0.0754 0.3061
H 5.0716 3.3462 -2.6824 0.1084 0.0415 -0.0235 0.3282
H 4.0619 3.3459 -4.1596 0.0161 -0.0796 -0.0442 0.2611
H 5.7880 5.7041 -3.0918 0.0336 -0.0681 -0.0051 0.2866
H 4.8035 5.7884 -4.5844 0.0141 -0.0438 -0.0227 0.3318
H 6.5028 6.3152 -4.6031 0.0294 -0.0741 -0.0223 0.3151
```
Positions in Å, forces in eV/Å.

(2)
The following is a quantum chemistry calculation of a molecular structure, C18H36BeBrCsFMgO9S2 at a distorted geometry, from the OMol25 dataset.

- total charge = +1
- lowest unoccupied orbital energy (eV) = -6.6
- DFT total energy (Ha) = -5088.97252
- 2S+1 = 1
- E_HOMO (eV) = -7.91
- F_max (eV/A) = 5.69
- frontier orbital gap (eV) = 1.4

Structure (XYZ):
```
70
Properties=species:S:1:pos:R:3:forces:R:3:mulliken_charge:R:1
C -4.2949 -5.1685 -3.3519 1.3249 0.4628 1.4950 -2.5309
C -2.9029 -4.6843 -2.9947 0.6335 -0.1886 0.1382 0.3567
C -2.2162 -4.0148 -4.1804 -0.5789 -0.5765 0.0915 -0.8469
C -2.3852 -2.5225 -4.0019 0.2205 0.1666 -1.0034 -1.0480
C -1.1105 -1.9818 -3.3841 -1.4775 0.3607 0.3083 -0.6071
C -0.5372 -2.9487 -2.3680 1.2796 1.1739 0.1107 -0.8551
C 0.7175 -2.3703 -1.7277 -1.0575 0.8081 -0.0268 -0.8505
C 0.3957 -1.2278 -0.7574 -0.0384 -1.0828 0.1581 0.3711
C 1.4255 -1.1550 0.3755 -0.4495 0.1840 -0.9294 -1.4162
C 1.8624 0.2544 0.7532 0.6453 -0.3381 2.0707 -0.2425
O 1.6924 1.2234 -0.2444 -0.2478 -0.1986 -0.9334 -0.4690
C 0.5093 1.8810 0.0228 -0.6805 0.7778 -0.3037 0.4232
O 0.0784 2.8008 -0.5992 0.4820 -1.5732 0.5230 -0.5023
O -0.0604 1.2835 1.1493 -0.2864 0.7696 -0.3357 -0.3577
C 1.1128 0.9675 1.8897 0.5822 0.4380 -0.4341 0.9577
O 1.7558 2.2318 1.9946 0.0423 -0.1606 0.3996 -0.6634
C 0.9976 0.3110 3.2332 -0.4325 0.1721 0.2862 -0.8567
C -0.1097 0.8079 4.1699 0.3439 -0.1173 0.1845 -0.8595
C -0.0424 2.2720 4.5795 -0.4981 0.3537 -0.9358 -0.5401
C -0.9410 3.2001 3.7466 0.8619 -0.0765 0.0062 -1.4554
H -4.2915 -5.7318 -4.2969 0.5470 0.0341 0.4954 0.6553
H -4.7601 -5.7651 -2.5491 0.1150 0.0977 -0.2810 0.8169
H -4.9329 -4.2719 -3.4965 2.8153 -0.2367 1.2038 0.4215
H -2.9589 -3.8827 -2.2304 -0.5928 -0.3507 0.1667 0.4206
H -2.2608 -5.5059 -2.5904 -0.2858 -0.5156 -0.1876 0.0519
H -2.6181 -4.3839 -5.1169 -0.1962 -0.1104 -0.1515 0.6783
H -1.1848 -4.3343 -4.1546 0.2172 0.2791 -0.7656 0.4500
H -2.5429 -2.0792 -4.9790 0.1183 0.3583 -0.0934 0.4208
H -3.2895 -2.2833 -3.4302 -0.0083 -0.0890 0.1348 0.3935
H -1.3177 -1.0063 -2.9574 0.1281 0.1263 0.4209 0.3279
H -0.3725 -1.8409 -4.1630 0.9204 -0.3570 -0.1252 0.5170
H -1.2838 -3.1498 -1.5325 -0.2566 1.4499 0.2390 0.4949
H -0.2164 -3.8834 -2.8347 0.0092 -0.5730 -0.2659 1.0900
H 1.3218 -2.0482 -2.5857 0.3676 -0.4361 -0.3532 0.6189
H 1.2623 -3.1887 -1.2307 0.7744 1.1734 -0.6671 -0.5402
H -0.5961 -1.4308 -0.3553 -0.2076 0.3543 0.2446 0.2021
H 0.3433 -0.3245 -1.3486 0.0738 0.2753 0.0443 0.5218
H 2.3079 -1.6931 0.0462 0.4467 -0.0066 -0.1706 0.7580
H 1.0619 -1.7056 1.2373 -0.1489 0.0880 0.4025 0.2441
H 2.8729 0.1419 1.1363 0.5538 0.6130 -0.6597 0.5801
H 2.2447 2.3179 2.8136 -0.0144 0.0134 0.2457 0.4619
H 0.9610 -0.7678 3.1477 -0.2101 -0.3232 -0.1365 0.3276
H 1.9397 0.5193 3.7359 0.3178 -0.0686 -0.0194 0.3791
H -1.0803 0.5582 3.7548 -0.2621 0.0647 -0.0339 0.4399
H 0.0054 0.2469 5.0913 -0.0628 -0.4351 0.0734 0.4214
H -0.4056 2.4007 5.5908 -0.1726 -0.0544 0.4393 0.3822
H 0.9742 2.6513 4.5691 0.3101 -0.0024 0.0815 0.2941
H -0.5580 3.3102 2.6675 0.0021 -0.2513 0.8179 0.1084
H -0.9339 4.1925 4.1715 -0.1084 0.1567 0.1519 0.7177
H -1.9545 2.8427 3.6928 -0.3069 -0.1628 0.2764 0.6228
Be -1.3287 -4.5540 -1.3768 1.0368 -0.7596 -0.0531 -0.1410
C 4.0345 3.6299 -0.2748 -0.0923 0.1309 -0.0714 -0.6930
S 5.6742 3.0902 -0.7681 -0.0742 -0.0661 -0.0133 0.5059
O 6.6536 3.8942 0.0039 0.0158 0.0171 0.0112 -0.6327
C 5.6066 3.7764 -2.4275 -0.0231 0.0651 -0.1156 -0.9053
H 3.8764 3.3356 0.7593 0.0375 -0.0275 0.0121 0.0625
H 3.9620 4.7141 -0.3634 0.0715 -0.0044 0.0152 0.4834
H 3.2858 3.1494 -0.9030 0.0046 -0.0280 0.0024 0.2261
H 5.4311 4.8508 -2.3741 0.0085 -0.0052 0.0687 0.2950
H 4.8106 3.2882 -2.9899 -0.0044 -0.0226 0.0195 0.3214
H 6.5624 3.5856 -2.9104 0.0297 -0.0295 0.0525 0.3346
O -2.1824 4.1279 7.0496 0.1035 -0.3368 0.0652 -0.5223
S -3.2224 4.7267 6.2107 -0.2400 -0.1813 0.6274 1.3459
O -4.2545 5.3363 7.0452 0.1314 0.2229 0.0236 -0.5222
O -3.8023 3.6818 5.3542 0.2374 -0.1293 -0.3968 -0.4908
O -2.6351 5.7641 5.3507 -0.0664 0.1751 -0.5960 -0.4591
Cs -6.6216 -4.8717 -4.4439 -5.1384 -0.3356 -2.4137 1.0839
F 1.2732 -2.5416 -4.4396 -0.1934 -0.3391 0.4747 -0.8268
Mg 1.0779 -4.5786 -0.2935 -0.9023 -1.4313 0.7213 0.4556
Br -1.8852 4.5307 1.6837 -0.4942 0.6190 -0.8310 -0.2069
```
Positions in Å, forces in eV/Å.

(3)
The following is a quantum chemistry calculation of 9 unconnected molecules or ions with the total composition C18H36Br18 at a distorted geometry, from the OMol25 dataset.

- SMILES string = BrCCBr.BrCCBr.BrCCBr.BrCCBr.BrCCBr.BrCCBr.BrCCBr.BrCCBr.BrCCBr
- lowest unoccupied orbital energy (eV) = 0.0
- DFT total energy (Ha) = -47039.65816
- energy above the lowest of the compared OMol25 structures with the same formula, charge and spin (kJ/mol) = 232.3
- 2S+1 = 1
- E_HOMO (eV) = -10.18
- F_max (eV/A) = 2.08
- frontier orbital gap (eV) = 10.2

Structure (XYZ):
```
72
Properties=species:S:1:pos:R:3:forces:R:3:mulliken_charge:R:1
Br -0.1862 7.8991 -0.4548 0.1236 -0.1241 0.0091 -0.1489
C 1.5712 7.4599 0.2874 0.3672 0.8892 -0.4416 -0.4842
C 1.6105 6.0095 0.6129 0.2314 -1.3579 0.1849 -0.6304
Br 3.3667 5.4021 1.3642 -0.7282 0.5155 -0.2993 -0.1701
H 1.7439 8.2252 1.0441 -0.0592 -0.6150 0.3521 0.3663
H 2.3021 7.6426 -0.5004 -0.1771 0.1014 -0.0508 0.3304
H 1.5143 5.4465 -0.3154 0.1203 0.0496 0.0656 0.3491
H 0.8536 5.5981 1.2808 0.1210 0.5295 0.1750 0.3881
Br -2.2808 -8.7950 -8.8786 0.0694 0.8801 1.0986 -0.1664
C -1.7089 -7.6147 -7.3375 0.1107 -0.3325 0.3081 -0.6000
C -2.7701 -7.3854 -6.2471 -0.0114 -0.6863 -0.1939 -0.5116
Br -2.1185 -6.1087 -4.8976 -0.1265 -0.0858 -0.5857 -0.1413
H -1.3188 -6.6823 -7.7456 -0.3657 -0.1419 -0.1946 0.3748
H -0.8660 -8.1579 -6.9102 -0.1144 0.0507 -0.0701 0.3516
H -2.9405 -8.2691 -5.6321 0.1401 -0.1092 -0.3664 0.3278
H -3.7467 -7.0895 -6.6302 0.2947 0.4304 0.0056 0.3649
Br 7.2153 -0.9873 2.3987 0.0644 0.2880 0.5135 -0.1463
C 7.2489 -0.2173 4.2030 -0.4193 0.5132 0.7526 -0.5262
C 6.0010 -0.7035 4.9493 0.1121 -0.0291 -0.6492 -0.6498
Br 5.7282 0.1026 6.7359 0.4712 -0.4523 -0.6219 -0.1649
H 7.2496 0.8717 4.1575 -0.0002 -0.1131 -0.4333 0.3685
H 8.1741 -0.5132 4.6976 -0.1532 -0.2325 -0.1723 0.3610
H 6.0699 -1.7911 4.9681 -0.3088 0.0903 0.6604 0.3876
H 5.0912 -0.4179 4.4211 0.2255 -0.0680 -0.0520 0.3705
Br 6.0890 3.7234 -5.0932 -0.1251 -0.6061 -0.5462 -0.1339
C 5.8570 1.9045 -5.8419 0.5689 -0.1819 0.6620 -0.5668
C 6.8022 1.5470 -6.9688 -0.0023 0.1266 -0.3540 -0.5633
Br 8.6503 1.3756 -6.4545 0.4728 0.2154 0.4276 -0.1131
H 4.8099 1.7548 -6.1051 0.1396 0.3072 -0.1605 0.3591
H 6.0886 1.2621 -4.9923 -0.1596 0.0277 -0.0433 0.3420
H 6.8183 2.2622 -7.7912 -0.2980 -0.1373 0.1015 0.3496
H 6.6287 0.5335 -7.3305 -0.6010 0.2504 -0.0847 0.3264
Br -7.2363 -2.1647 -6.5265 -0.1804 0.0606 0.4419 -0.1468
C -8.4985 -2.6364 -5.1033 -0.1528 -0.4775 0.6038 -0.4994
C -8.0647 -2.1027 -3.7127 -0.5387 0.0262 0.0072 -0.5749
Br -8.8948 -3.0643 -2.1543 0.2715 0.1781 -0.9667 -0.1593
H -8.5859 -3.7225 -5.1331 0.4087 0.0676 0.2072 0.3327
H -9.4784 -2.2940 -5.4360 0.2033 0.4054 0.2687 0.3493
H -8.4223 -1.0881 -3.5372 0.1978 -0.0809 -0.2792 0.3319
H -6.9936 -2.1451 -3.5154 -0.2024 -0.1803 -0.2825 0.3668
Br 1.0192 -3.6716 10.1792 -0.0633 -0.0550 -0.3547 -0.1481
C 1.4328 -4.6969 8.5866 0.0053 -0.6451 -1.2541 -0.6458
C 0.4993 -4.3884 7.3588 1.0722 0.6078 1.6768 -0.5268
Br 0.9559 -5.6003 5.9042 -0.3157 0.2954 0.3683 -0.1495
H 1.4603 -5.7547 8.8479 -0.5396 0.1087 0.1398 0.3802
H 2.4622 -4.4973 8.2889 -0.0960 0.4140 0.1457 0.3679
H 0.7605 -3.3706 7.0691 -0.1390 -0.1638 -0.4059 0.3373
H -0.5531 -4.3795 7.6425 0.0775 -0.5479 -0.3187 0.3847
Br -1.2617 2.6275 7.5949 0.3157 -0.2910 -0.0231 -0.1730
C -1.1268 2.8412 9.5364 -0.9747 0.7298 -0.4208 -0.5242
C -2.3048 3.8216 9.8397 0.8223 -0.4491 0.5434 -0.6146
Br -2.1486 4.3547 11.7159 -0.0846 0.0601 -0.0139 -0.1741
H -0.1425 3.2444 9.7743 -0.2804 0.3365 -0.1851 0.3624
H -1.1574 1.8491 9.9870 -0.5545 0.2116 -0.0143 0.3700
H -3.3166 3.4330 9.7242 0.3787 -0.4493 -0.0212 0.3798
H -2.2625 4.7308 9.2400 0.3806 -0.1556 0.1317 0.3736
Br 0.6279 -0.1867 -0.7196 -1.0628 -0.6435 1.2316 -0.1696
C -0.4928 -1.0381 0.7470 -0.5219 -0.4791 0.2088 -0.5693
C -2.0013 -0.8889 0.5209 0.4106 1.2201 -1.1616 -0.5918
Br -3.1376 -1.7112 1.8465 0.3578 -0.1584 0.0824 -0.1333
H -0.2515 -0.6077 1.7189 0.3731 0.3043 -0.3533 0.3735
H -0.2513 -2.0993 0.8070 0.3337 0.1538 -0.3721 0.3730
H -2.3187 -1.2371 -0.4620 0.1324 -0.3351 0.1962 0.3698
H -2.2546 0.1713 0.5293 -0.0220 -0.0532 0.1649 0.3476
Br -3.7129 3.7020 -4.0266 0.4104 -0.3534 -0.3963 -0.1726
C -2.1847 3.4513 -5.2583 0.1696 -0.2263 0.2684 -0.5950
C -2.2893 4.4950 -6.3235 0.6605 0.3517 -0.1672 -0.5819
Br -0.5300 4.5498 -7.2721 -0.6920 -0.0030 0.2324 -0.1736
H -2.1535 2.4469 -5.6806 -0.3978 0.0156 0.2587 0.3848
H -1.2792 3.5869 -4.6668 -0.2478 0.0809 0.0641 0.3820
H -2.4131 5.4671 -5.8463 -0.0186 -0.0050 -0.4397 0.3869
H -3.0472 4.2865 -7.0787 0.1204 0.1327 0.1917 0.3689
```
Positions in Å, forces in eV/Å.

Q: Among the records above, which one has the lowest DFT total energy?
A: C18H36Br18

Q: What is the E_HOMO in the third record?
A: -10.18 eV